No. 1
The following is a DFT calculation (ωB97M-V/def2-TZVPD) of C25H48FeP4S as an isolated structure at a distorted geometry.

Each line ends with the Mulliken charge.
CARTESIAN COORDINATES (ANGSTROEM)
Fe -0.4717 -0.2484 -1.2974  0.245
P 1.5722 1.0258 0.4788  0.779
P -1.6015 1.5472 -0.1095  0.643
P 0.6994 1.1906 -2.6096  1.459
H -0.6704 -2.8975 -0.3420  0.095
C 0.1147 -2.7149 -1.0930  -1.138
C 1.2867 -2.0987 -0.6601  -0.149
H 1.6619 -2.1616 0.3779  0.270
C 1.8383 0.4922 2.2248  -1.214
C 1.6665 2.8605 0.7668  -1.249
C 3.2626 0.7383 -0.1992  -1.229
C -3.2253 0.7813 -0.4864  -1.112
C -1.7825 1.9436 1.6738  -0.967
C -1.7131 3.2304 -0.8382  -1.317
C 2.0450 0.2519 -3.4151  -1.065
C 1.3205 2.9219 -2.7328  -1.508
C -0.7577 1.5219 -3.7069  -1.427
H 0.0837 -3.4162 -1.9946  0.574
H 2.1073 -1.7706 -1.3372  0.377
H 2.0392 -0.5877 2.2731  0.362
H 0.9491 0.7135 2.8292  -0.059
H 2.6888 1.0337 2.6638  0.718
H 0.7829 3.2139 1.3141  0.336
H 1.7329 3.3984 -0.1892  0.308
H 2.5590 3.0900 1.3663  0.503
H 3.3517 -0.3033 -0.5397  0.296
H 4.0233 0.9226 0.5693  0.536
H 3.4587 1.3998 -1.0523  0.390
H -3.9892 1.5630 -0.3760  0.504
H -3.4229 -0.0436 0.2191  0.145
H -3.2298 0.4092 -1.5201  0.319
H -2.3594 2.8740 1.7607  0.616
H -0.8191 2.0983 2.1715  0.224
H -2.3265 1.1452 2.2044  0.050
H -2.5706 3.7384 -0.3808  0.626
H -1.8762 3.1795 -1.9232  0.312
H -0.8072 3.8113 -0.6189  0.256
H 2.0054 0.4365 -4.4901  0.475
H 1.9403 -0.8341 -3.2455  0.185
H 3.0196 0.5720 -3.0149  0.383
H 1.3767 3.1286 -3.8110  0.546
H 2.3136 3.0459 -2.2789  0.428
H 0.5721 3.6008 -2.2825  0.338
H -0.4041 1.4221 -4.7338  0.477
H -1.0866 2.5641 -3.5409  0.475
H -1.6162 0.8418 -3.5570  0.351
C -0.7002 -2.9122 -5.3006  0.305
C -1.6686 -2.6296 -6.3156  -0.386
C -1.9247 -3.5330 -7.3283  -0.659
C -1.1118 -4.6325 -7.5552  -0.197
C 0.0350 -4.8030 -6.7313  -0.569
C 0.2944 -3.8747 -5.7116  -0.295
S -0.5315 -1.8556 -3.8067  0.063
H -1.5058 -1.1621 -2.5663  0.237
H -2.1851 -1.6919 -6.3045  0.412
H -2.7445 -3.3900 -8.0183  0.412
H -1.2795 -5.3764 -8.3463  0.429
H 0.7280 -5.6261 -6.9045  0.414
H 1.3075 -3.8526 -5.2385  0.361
C 0.1901 -2.7083 2.7126  -1.684
P -1.0190 -1.4724 2.0434  1.393
C -2.3728 -2.6625 1.7399  -1.605
C -1.5273 -0.8028 3.6909  0.474
C -2.8743 -0.5585 3.9723  -0.203
C -3.2850 0.0557 5.1608  -0.810
C -2.3108 0.4713 6.0892  -0.542
C -0.9520 0.2156 5.8445  -0.819
C -0.5600 -0.3980 4.6534  -0.546
H -0.2302 -3.1513 3.6378  0.475
H 0.3581 -3.4597 1.9546  0.488
H 1.1368 -2.2260 2.9627  0.454
H -2.8537 -2.9390 2.6893  0.509
H -3.1330 -2.2186 1.0762  0.259
H -1.9897 -3.5707 1.2599  0.495
H -3.6370 -0.8579 3.2436  0.314
H -4.3462 0.2134 5.3528  0.437
H -2.6273 0.9861 6.9931  0.427
H -0.2009 0.5087 6.5943  0.413
H 0.4937 -0.5506 4.4934  0.375

Properties
Total energy = -4007.4783 Ha
Highest occupied orbital energy (spin up / spin down) = -15.4342 / -15.4401 eV
LUMO level (spin up / spin down) = -11.4 / -12.0 eV
ΔE to the lowest compared entry with this formula, charge and spin = 531.5 kJ/mol
Strongest force on any atom = 3.36 eV Å⁻¹
Spin multiplicity = 6
Net charge = +3

=====

No. 2
The following is a DFT calculation (ωB97M-V/def2-TZVPD) of C25H48GeN5S4SbSi3V as an isolated structure at a distorted geometry.

Each line ends with the Mulliken charge.
CARTESIAN COORDINATES (ANGSTROEM)
V 0.8144 1.0476 0.7822  1.148
S 4.2791 3.5848 3.3208  -0.712
Sb 3.4517 1.5360 2.7392  0.705
S 3.1219 1.5771 0.2350  -0.461
S 1.1165 1.2990 3.1300  -0.771
S 4.6047 -0.4065 3.1040  -0.698
C 0.9104 2.8467 -2.2620  -1.111
C 1.7009 3.6300 -1.1883  2.450
C 0.9265 4.9036 -0.8593  -1.834
C 3.0635 4.0150 -1.7736  -2.069
C 1.7817 2.8203 0.1354  -1.114
H 0.7819 3.4338 -3.1935  0.496
H -0.0726 2.5999 -1.8614  -0.083
H 1.4463 1.9126 -2.5179  0.202
H 0.6998 5.4777 -1.7679  0.461
H 1.5108 5.5338 -0.1829  0.495
H -0.0172 4.6352 -0.3593  -0.119
H 2.9658 4.6718 -2.6551  0.432
H 3.6135 3.1160 -2.0759  0.407
H 3.6500 4.5357 -1.0140  0.382
H 1.9037 3.4907 0.9670  0.648
C 1.1978 -1.2094 -1.9390  -0.577
C 1.2978 -1.7632 -0.5545  -0.008
N 1.2026 -1.0815 0.5631  1.351
C 1.4871 -1.9360 1.6134  -1.652
C 1.6992 -3.1852 1.1309  -0.489
N 1.5839 -3.0681 -0.2524  0.456
C 1.6421 -4.1353 -1.1980  -0.739
N 2.6494 -5.0917 -0.7958  0.820
N 2.3625 -6.3933 -0.7274  -0.809
N 3.4146 -7.0467 -0.5885  -0.548
C 4.4955 -6.1697 -0.5865  -0.107
C 5.8705 -6.3776 -0.4757  -0.664
C 6.6747 -5.2670 -0.5213  -0.528
C 6.1399 -3.9623 -0.6725  -0.652
C 4.7961 -3.7473 -0.7819  -0.533
C 3.9910 -4.8905 -0.7378  1.284
H 0.9835 -0.1523 -1.8509  -0.839
H 0.4047 -1.6649 -2.5264  0.478
H 2.1460 -1.3328 -2.4819  0.437
H 1.5371 -1.5733 2.6292  0.543
H 1.9615 -4.1219 1.6172  0.491
H 1.8967 -3.7164 -2.1628  0.526
H 0.7047 -4.6630 -1.2801  0.252
H 6.2767 -7.3768 -0.3522  0.408
H 7.7481 -5.3850 -0.4294  0.347
H 6.8081 -3.1090 -0.6826  0.418
H 4.3785 -2.7433 -0.8538  0.409
C -2.3210 0.8424 -3.0833  -1.102
Si -2.9766 0.1548 -1.4010  0.281
C -2.9648 -1.7737 -1.5053  -0.779
C -4.8503 0.5839 -1.4876  -1.106
Ge -1.7941 0.9160 0.5289  0.048
Si -2.8669 3.0183 0.9067  0.469
C -4.6941 3.0014 1.4993  -1.185
C -2.8868 4.1224 -0.6816  -1.035
C -1.8972 3.9873 2.2219  -0.935
Si -2.7721 -0.5131 2.1476  0.209
C -2.4484 0.1716 3.8921  -0.827
C -4.6806 -0.7797 2.0547  -1.048
C -2.0866 -2.3007 2.0744  -0.751
H -2.9425 0.4982 -3.9263  0.414
H -1.2852 0.5361 -3.2973  0.195
H -2.3479 1.9487 -3.0802  0.248
H -2.9800 -2.1458 -2.5470  0.395
H -3.8579 -2.1778 -0.9983  0.352
H -2.0838 -2.1949 -0.9944  -0.115
H -5.3454 0.1228 -2.3605  0.363
H -4.9875 1.6774 -1.5705  0.232
H -5.3762 0.2393 -0.5803  0.229
H -5.3213 2.3225 0.8735  0.242
H -5.1347 4.0139 1.4487  0.354
H -4.7540 2.6651 2.5474  0.265
H -3.4094 3.6059 -1.5009  0.213
H -1.8522 4.3513 -1.0166  0.237
H -3.3985 5.0862 -0.5198  0.424
H -2.0807 3.5557 3.2209  0.249
H -2.1750 5.0558 2.2559  0.358
H -0.8192 3.9072 2.0339  0.054
H -3.1357 1.0092 4.1056  0.229
H -1.4116 0.5409 3.9718  0.104
H -2.6007 -0.5931 4.6721  0.351
H -5.2298 0.1741 2.1498  0.222
H -5.0244 -1.4478 2.8660  0.368
H -4.9614 -1.2581 1.0977  0.200
H -0.9849 -2.3045 1.9919  -0.045
H -2.5068 -2.8436 1.2056  0.252
H -2.3570 -2.8729 2.9796  0.442

Properties
Total energy = -6977.7936 Ha
Highest occupied orbital energy (spin up / spin down) = -0.6863 / -2.0515 eV
LUMO level (spin up / spin down) = 3.7 / 3.7 eV
ΔE to the lowest compared entry with this formula, charge and spin = 64.0 kJ/mol
Strongest force on any atom = 2.35 eV Å⁻¹
Spin multiplicity = 4
Net charge = -2